1.
Entry from OMol25: a molecular structure, C10H19ErNO5 (ωB97M-V/def2-TZVPD).

Last column: Mulliken spin population.
Positions of all 36 atoms, in Å:
C: -0.0411 -3.8914 -1.3309  0.060
C: -0.7903 -4.0912 -0.0109  0.047
O: -1.5528 -3.0282 0.4432  0.619
C: -1.1332 -1.6810 0.2695  0.034
C: -1.8092 -0.8255 1.3550  0.005
C: -0.8159 0.0838 2.0678  0.007
N: 0.0718 -0.7274 2.8528  -0.001
O: 0.0396 0.7664 1.1027  0.001
C: 0.3433 2.0388 1.1335  0.004
O: -0.4492 2.9544 1.5117  -0.001
C: 1.6909 2.3894 0.6438  0.000
C: 1.6894 2.7633 -0.8799  0.000
C: 0.5086 2.2477 -1.6846  0.000
C: 0.6931 2.3778 -3.1902  0.000
O: -0.1954 2.7545 -3.8801  0.000
O: 1.9407 2.1223 -3.6496  0.000
H: -0.0281 -4.8753 -1.7953  0.006
H: 0.9923 -3.5953 -1.1878  0.004
H: -0.5693 -3.2124 -1.9922  0.011
H: -1.4742 -4.9402 -0.0169  0.031
H: -0.0389 -4.3327 0.7758  0.120
H: -1.5037 -1.3983 -0.7218  0.047
H: -0.0475 -1.6156 0.2865  0.011
H: -2.6682 -0.2844 0.9732  -0.002
H: -2.1896 -1.5206 2.0997  0.002
H: -1.3429 0.8238 2.6787  -0.001
H: 0.6285 -0.1665 3.4897  0.000
H: -0.4678 -1.3486 3.4460  0.000
H: 2.0499 3.2311 1.2276  0.000
H: 2.3462 1.5408 0.8125  0.000
H: 1.7148 3.8475 -0.9405  0.000
H: 2.6205 2.4107 -1.3052  0.000
H: -0.4019 2.8080 -1.4828  -0.001
H: 0.3260 1.1881 -1.4897  0.000
H: 2.1197 1.1752 -3.7131  0.000
Er: -2.2559 4.0108 2.1017  1.997

Summary:
Electronic energy in Eh: -1837.23759
Total charge: +3
Multiplicity: 4
<S²>: 3.785
E_LUMO (spin up / spin down) in eV: -12.0 / -13.5
E_HOMO (spin up / spin down) in eV: -17.672 / -17.672
HOMO-LUMO gap (spin up / spin down) in eV: 5.695 / 4.151


2.
Entry from OMol25: a single C5H3N molecule (ωB97M-V/def2-TZVPD).

Last column: natural (NBO) charge in e.
Positions of all 9 atoms, in Å:
C: 1.0948 -0.5495 -0.0028  -0.298
C: -0.2895 -0.3533 0.0312  -0.018
C: -1.5443 -0.1436 0.0076  0.181
C: 1.9674 0.4549 0.0126  -0.293
C: -4.2695 0.3101 -0.0233  0.369
N: -3.0579 0.1043 -0.0054  -0.587
H: 1.4209 -1.5812 -0.0552  0.236
H: 3.0271 0.2757 -0.0405  0.205
H: 1.6508 1.4826 0.0757  0.205

Summary:
Electronic energy in Eh: -246.89532
Total charge: 0
Energy above the lowest of the compared OMol25 structures with the same formula, charge and spin in kcal per mole: 54.41
E_LUMO in eV: -0.1
E_HOMO in eV: -9.675
HOMO-LUMO gap in eV: 9.617


3.
Entry from OMol25: a gas-phase ion, C5H11N3 (charge +2) (ωB97M-V/def2-TZVPD).

Last column: natural (NBO) charge in e.
Positions of all 19 atoms, in Å:
C: 0.7799 0.2038 1.8115  0.418
C: -0.8687 -1.2488 -0.5127  -0.419
C: 0.5254 -1.6150 0.0880  -0.291
C: -0.4672 -0.1274 -1.3948  -0.235
C: 0.0021 1.8826 0.4054  -0.060
N: 0.2853 1.4068 1.7212  -0.479
N: 0.9299 -0.3603 0.5450  -0.194
N: 0.5027 0.6910 -0.4694  -0.224
H: 0.8484 -0.4713 2.6950  0.321
H: -1.4752 -1.9465 -1.0102  0.298
H: -1.5137 -0.8289 0.3562  0.213
H: 0.1872 -2.3878 0.8729  0.302
H: 0.9753 -2.1798 -0.6994  0.273
H: 0.2860 -0.4566 -2.2239  0.257
H: -1.2900 0.4812 -1.9451  0.307
H: -1.1612 2.1004 0.2340  0.289
H: 0.5711 2.7474 0.1834  0.271
H: 0.0442 1.9817 2.4902  0.481
H: 1.4017 0.9278 -0.9187  0.473

Summary:
Electronic energy in Eh: -360.63004
Total charge: +2
Energy above the lowest of the compared OMol25 structures with the same formula, charge and spin in kcal per mole: 108.38
E_LUMO in eV: -9.2
E_HOMO in eV: -19.795
HOMO-LUMO gap in eV: 10.592


4.
Entry from OMol25: a gas-phase ion, C21H42N5O7 (charge +1) (ωB97M-V/def2-TZVPD).

Last column: natural (NBO) charge in e.
Positions of all 75 atoms, in Å:
C: -0.6307 -5.7668 -0.3519  -0.618
H: -1.6181 -5.3127 -0.4021  0.182
H: -0.7469 -6.7833 0.0122  0.225
H: -0.2099 -5.7999 -1.3524  0.220
C: 0.3053 -4.9946 0.5726  -0.213
N: 0.7348 -3.7409 -0.0251  -0.632
H: 1.5105 -3.3434 0.4933  0.376
C: -0.2606 -2.7204 -0.2419  -0.063
C: -0.8978 -2.1554 1.0504  -0.450
C: -1.8906 -1.0353 0.7591  -0.074
N: -3.0282 -1.5661 -0.0497  -0.767
H: -2.7418 -1.4272 -1.0482  0.455
H: -3.1291 -2.5662 0.1292  0.408
H: -4.0104 -1.1006 0.1462  0.454
H: -2.2941 -0.6303 1.6928  0.233
C: -1.1837 0.0905 -0.0196  0.065
H: -0.3572 0.4498 0.6083  0.218
O: -2.0343 1.1617 -0.3663  -0.548
C: -2.3907 2.0144 0.6868  0.374
O: -3.4861 1.4753 1.3823  -0.528
C: -4.6804 1.5409 0.6936  0.288
C: -4.8934 2.3355 -0.3481  -0.267
C: -3.8578 3.2751 -0.8741  -0.448
C: -2.7097 3.4105 0.1256  -0.065
N: -1.5300 3.9360 -0.5290  -0.833
H: -1.7396 4.8270 -0.9643  0.372
H: -0.7778 4.0833 0.1348  0.364
H: -3.0523 4.0110 0.9890  0.185
H: -4.3018 4.2515 -1.0732  0.231
H: -3.4514 2.8939 -1.8151  0.231
H: -5.8476 2.3163 -0.8492  0.222
C: -5.6569 0.5122 1.1944  -0.267
N: -5.5165 -0.6971 0.3570  -0.824
H: -5.8805 -0.4971 -0.5716  0.385
H: -6.0766 -1.4507 0.7471  0.387
H: -5.3960 0.2491 2.2205  0.222
H: -6.6753 0.9101 1.1738  0.212
H: -1.5766 2.0765 1.4242  0.172
C: -0.5788 -0.4442 -1.3290  0.050
O: -1.5962 -0.9289 -2.1984  -0.735
H: -1.9120 -0.1881 -2.7277  0.505
C: 0.4228 -1.5645 -0.9937  0.092
H: 0.8556 -1.9512 -1.9242  0.211
O: 1.4360 -1.0477 -0.1589  -0.556
C: 2.5915 -0.5733 -0.7953  0.355
O: 2.3515 0.5852 -1.5478  -0.540
C: 2.2619 1.7677 -0.7784  -0.093
H: 1.4779 1.6709 -0.0160  0.170
C: 3.5864 2.1220 -0.0706  0.228
C: 4.3117 3.2750 -0.7602  -0.640
H: 3.7327 4.1895 -0.6556  0.219
H: 5.2878 3.4143 -0.3011  0.230
H: 4.4454 3.0564 -1.8153  0.219
O: 3.2285 2.4883 1.2572  -0.749
H: 4.0423 2.7621 1.7014  0.494
C: 4.5090 0.8720 -0.0416  -0.090
N: 5.5782 1.1087 0.9125  -0.654
H: 5.2842 0.7598 1.8227  0.372
C: 6.8504 0.5059 0.5598  -0.406
H: 7.5684 0.7410 1.3427  0.212
H: 7.1993 0.9450 -0.3744  0.195
H: 6.8061 -0.5840 0.4399  0.169
H: 4.9319 0.7383 -1.0409  0.218
C: 3.6663 -0.3699 0.3115  0.048
O: 3.1150 -0.2658 1.5941  -0.723
H: 2.8121 0.6502 1.7201  0.490
H: 4.2982 -1.2650 0.3358  0.191
H: 1.9713 2.5507 -1.4794  0.208
H: 2.9429 -1.3062 -1.5377  0.174
H: -0.0303 0.3687 -1.8132  0.223
H: -1.3972 -2.9538 1.6027  0.215
H: -0.0885 -1.7689 1.6712  0.250
H: -1.0238 -3.1415 -0.9042  0.197
H: -0.1699 -4.8666 1.5592  0.158
H: 1.2113 -5.5845 0.7210  0.210

Summary:
Electronic energy in Eh: -1625.63754
Total charge: +1
Energy above the lowest of the compared OMol25 structures with the same formula, charge and spin in kcal per mole: 4.10
E_LUMO in eV: -2.2
E_HOMO in eV: -11.005
HOMO-LUMO gap in eV: 8.797


5.
Entry from OMol25: a single C2H4ClFS molecule (ωB97M-V/def2-TZVPD).

Last column: natural (NBO) charge in e.
Positions of all 9 atoms, in Å:
C: 0.3372 -0.2855 -0.4097  -0.573
C: -0.8443 0.5327 0.2700  0.210
H: 2.1616 -0.7098 1.0042  0.112
H: -0.0333 -0.1352 -1.4611  0.245
H: 0.1550 -1.2524 -0.1767  0.213
H: -0.9100 0.5885 1.2572  0.163
F: -0.7278 1.7745 -0.2437  -0.329
S: 2.0938 -0.0544 -0.1143  0.011
Cl: -2.2322 -0.4583 -0.1258  -0.051

Summary:
Electronic energy in Eh: -1036.81051
Total charge: 0
Energy above the lowest of the compared OMol25 structures with the same formula, charge and spin in kcal per mole: 20.70
E_LUMO in eV: 0.8
E_HOMO in eV: -9.542
HOMO-LUMO gap in eV: 10.322


6.
Entry from OMol25: 4 unconnected molecules or ions with the total composition C3H12BrN6O3 (ωB97M-V/def2-TZVPD).

Last column: natural (NBO) charge in e.
Positions of all 25 atoms, in Å:
Br: 0.0117 -1.1034 1.9239  -0.955
C: 2.2966 2.3711 2.8620  0.748
O: 3.0147 3.4048 2.8557  -0.746
N: 2.4596 1.2077 3.4021  -0.838
N: 1.2061 2.3300 2.1984  -0.823
H: 1.9032 0.4092 3.1321  0.432
H: 3.4373 1.1222 3.6407  0.377
H: 1.0499 3.1260 1.5967  0.401
H: 0.5487 1.5697 2.0992  0.418
C: -0.7075 2.1051 -1.4894  0.749
O: -0.1697 2.9208 -0.7529  -0.697
N: -0.7335 0.8049 -1.2746  -0.847
N: -1.4553 2.4201 -2.4588  -0.823
H: -0.5436 0.7610 -0.2836  0.436
H: -1.4041 0.1961 -1.7216  0.393
H: -1.4979 3.4271 -2.5246  0.394
H: -1.6066 1.8340 -3.2673  0.387
C: -1.3601 -3.3416 -1.1633  0.755
O: -2.3576 -2.6775 -0.8196  -0.681
N: -1.4347 -4.5729 -1.5475  -0.813
N: -0.1583 -2.7990 -1.4167  -0.840
H: -0.5811 -5.1123 -1.5701  0.372
H: -2.2848 -5.0493 -1.2820  0.396
H: 0.6192 -3.4182 -1.2376  0.372
H: -0.2521 -1.9355 -0.9011  0.434

Summary:
Electronic energy in Eh: -3249.95019
Total charge: -1
Energy above the lowest of the compared OMol25 structures with the same formula, charge and spin in kcal per mole: 66.41
E_LUMO in eV: 2.9
E_HOMO in eV: -4.770
HOMO-LUMO gap in eV: 7.689


7.
Entry from OMol25: a molecular structure, C2H4N2OS (ωB97M-V/def2-TZVPD).

Last column: natural (NBO) charge in e.
Positions of all 10 atoms, in Å:
C: -0.0848 -0.3241 -0.9093  0.087
C: 0.9169 0.2885 -0.0126  -0.265
N: -0.7993 0.2030 -1.8076  -0.619
N: -0.1086 0.2407 1.6161  -0.001
O: 0.1354 1.2916 2.1458  -0.317
S: -0.8799 -1.0839 1.9668  0.147
H: -0.2269 -1.3724 -0.7019  0.150
H: 1.6673 -0.3574 0.2160  0.218
H: 0.9048 1.3194 -0.1668  0.229
H: -1.5248 -0.2053 -2.3466  0.370

Summary:
Electronic energy in Eh: -661.37606
Total charge: 0
Energy above the lowest of the compared OMol25 structures with the same formula, charge and spin in kcal per mole: 131.45
E_LUMO (spin up / spin down) in eV: -0.7 / -0.7
E_HOMO (spin up / spin down) in eV: -9.147 / -9.147
HOMO-LUMO gap (spin up / spin down) in eV: 8.478 / 8.477